{
  "formula": "C29H21CrINS4",
  "method": "ωB97M-V/def2-TZVPD",
  "species": ["H", "H", "C", "H", "C", "H", "C", "H", "C", "C", "C", "C", "S", "S", "H", "C", "H", "H", "C", "N", "H", "C", "C", "C", "S", "H", "C", "H", "H", "H", "H", "C", "C", "C", "H", "H", "H", "C", "C", "C", "S", "C", "C", "I", "C", "C", "H", "C", "H", "C", "Cr", "C", "H", "C", "C", "H", "C"],
  "coordinates": [[-0.168, 3.329, -1.486], [-0.706, -1.206, 5.996], [0.892, -2.598, 5.646], [-2.590, 0.046, 3.620], [1.747, -0.763, 3.681], [-4.443, 3.083, 0.656], [-3.455, 2.668, 0.803], [0.563, -3.295, 6.406], [0.364, -0.586, -1.387], [-1.134, 2.532, 0.265], [3.109, 1.690, -4.493], [2.081, 2.085, -1.972], [1.600, 2.273, -0.274], [2.055, -0.982, -1.046], [-0.712, 0.778, -4.486], [1.927, 1.069, -4.112], [-0.555, 1.284, -1.966], [-4.010, 1.410, 2.457], [-1.320, -1.061, -3.711], [-0.928, 1.537, 1.134], [4.702, 3.008, -3.902], [-2.382, 3.103, 0.051], [-1.450, -3.864, -0.550], [-1.670, 0.254, 3.076], [2.367, 0.340, 2.457], [3.345, -2.141, 3.353], [3.780, 2.521, -3.613], [-2.799, -4.974, -1.792], [-1.293, -0.689, 2.693], [0.191, 4.161, 0.015], [3.778, 3.332, -1.622], [-0.669, -2.725, -0.444], [-1.339, -2.011, -2.603], [-1.950, 1.192, 1.941], [-2.704, -3.296, -3.622], [2.608, -3.755, 5.065], [-1.493, -4.564, 0.273], [-2.186, -4.088, -1.700], [-0.554, -1.766, -1.456], [1.379, 1.251, -2.848], [-0.402, 0.942, 4.197], [3.260, 2.712, -2.342], [2.036, -2.851, 4.898], [0.307, -2.446, 1.399], [-3.220, 1.727, 1.791], [-0.666, 0.088, -3.650], [3.508, 1.512, -5.483], [0.587, -0.525, 4.441], [-2.492, 3.890, -0.684], [0.101, 0.536, -2.435], [0.912, 0.109, 0.563], [0.181, -1.433, 5.416], [-1.891, -1.319, -4.596], [2.454, -1.947, 3.936], [0.037, 3.176, -0.428], [1.441, 0.400, -4.809], [-2.131, -3.151, -2.714]],
  "nbo_charge": [0.25, 0.22, -0.24, 0.23, -0.21, 0.23, -0.13, 0.21, -0.52, 0.24, -0.18, -0.09, 0.37, -0.13, 0.21, -0.21, 0.20, 0.23, -0.19, -0.49, 0.22, -0.26, -0.24, -0.58, -0.29, 0.23, -0.21, 0.22, 0.25, 0.25, 0.23, -0.16, -0.10, 0.25, 0.21, 0.22, 0.22, -0.22, 0.04, 0.01, 0.25, -0.22, -0.20, 0.41, -0.25, -0.16, 0.22, -0.13, 0.23, -0.32, 0.68, -0.23, 0.21, -0.24, -0.57, 0.22, -0.17],
  "homo_energy_ha": [-0.263, -0.260],
  "s_squared": 3.944,
  "spin_multiplicity": 4,
  "total_energy_ha": -4107.4004
}